# 1
A molecular structure, C36H56BaCl2F2NO24S2 at a distorted geometry. Source: OMol25; level of theory: the ωB97M-V functional and the def2-TZVPD basis.

The HOMO energy (alpha / beta) is -4.1 / -6.5 eV. As for the expectation value of S²: 0.77. As for the spin multiplicity: 2. For the LUMO energy (alpha / beta), the calculation gives -2.210 / -2.189 eV. The calculation puts the total energy at -5207.5023 Eh.

XYZ file:
```
124
Properties=species:S:1:pos:R:3:mulliken_spin:R:1
Ba -4.25 -4.09 22.35 0.00
Cl -1.14 -5.18 27.48 0.00
Cl -0.91 -3.39 30.28 0.00
S -3.83 -6.99 24.86 -0.01
S -5.77 -5.91 25.34 0.00
F -2.57 -6.99 23.90 0.00
F -6.31 -4.48 24.89 0.00
O -6.50 -9.37 22.16 0.20
O -6.92 -9.64 24.90 0.02
O -5.60 -14.09 21.99 0.01
O 1.69 -7.82 23.55 0.00
O -6.87 -6.71 24.92 0.00
O -5.90 -2.51 29.70 0.00
O -1.42 -4.04 22.72 0.00
O -6.05 -0.52 31.73 0.00
O -3.23 -2.63 24.49 0.00
O 4.59 -8.06 24.53 0.00
O -3.37 -13.64 27.44 0.00
O -0.41 -10.06 20.93 0.00
O -5.59 -5.67 26.77 0.00
O -5.51 -14.06 24.75 0.22
O -4.12 -12.52 29.77 0.00
O -2.15 -11.44 19.29 0.00
O -6.25 -2.45 22.85 0.00
O -2.19 -8.35 28.20 0.00
O -7.07 -4.67 21.52 0.00
O -3.28 -6.35 20.80 0.00
O -4.41 -8.26 24.47 0.00
O -3.13 -6.92 26.14 0.00
O -4.98 -7.80 18.93 0.00
O -1.97 -9.54 25.68 0.00
N -4.44 -5.78 24.25 0.00
C -3.28 -12.30 27.53 0.00
C -1.65 -9.53 20.65 0.00
C -6.20 -2.87 31.03 0.00
C -6.28 -11.79 22.04 -0.02
C -6.00 -13.12 24.11 0.12
C -6.45 -10.48 22.76 0.21
C -2.39 -3.97 29.54 0.00
C -3.66 -9.68 19.29 0.00
C -1.93 -3.18 24.85 0.00
C -2.73 -11.59 26.52 0.00
C -3.09 -7.52 20.49 0.00
C -2.46 -10.33 19.70 0.00
C -8.09 -3.93 22.27 0.00
C -7.57 -2.47 22.39 0.00
C -5.79 0.42 32.78 0.00
C 0.40 -7.78 23.97 0.00
C -2.66 -9.63 27.94 0.00
C -2.17 -5.27 28.88 0.00
C -6.01 -12.91 22.67 0.15
C -6.50 -10.73 24.19 0.08
C -5.66 -1.87 32.02 0.00
C -5.66 -1.13 22.83 0.00
C -3.24 -10.31 28.99 0.00
C -1.88 -8.24 21.01 0.00
C -0.93 -3.13 23.73 0.00
C 5.97 -8.16 24.63 0.00
C -3.94 -8.38 19.56 0.00
C 3.95 -8.92 23.60 0.00
C -6.39 -11.90 24.77 0.02
C -0.44 -4.32 21.76 0.00
C 2.44 -9.03 23.82 0.00
C -6.52 -3.36 28.77 0.00
C -3.64 -11.79 28.87 0.00
C -7.39 -6.08 21.41 0.01
C -2.30 -10.20 26.64 0.00
C -3.84 -2.20 25.68 0.00
H 4.42 -9.90 23.64 0.00
H -4.83 -1.79 25.48 0.00
H -0.11 -6.83 23.80 0.00
H -9.02 -3.87 21.71 0.00
H -0.84 -2.07 23.49 0.00
H -2.32 -7.87 27.38 0.00
H -4.97 -6.87 19.13 0.00
H -7.23 -2.96 31.37 0.00
H -2.10 -4.22 25.13 0.00
H -3.99 -3.03 26.37 0.00
H 6.35 -7.28 25.15 0.00
H -2.41 -12.16 25.66 0.00
H -0.42 -10.90 20.46 0.00
H 2.34 -9.36 24.85 0.00
H -6.18 -0.45 23.51 0.00
H 6.46 -8.15 23.65 0.00
H -7.59 -1.94 21.43 0.00
H -7.32 -6.52 22.40 0.00
H -6.58 0.35 33.53 0.00
H -4.80 0.29 33.20 0.00
H -8.26 -1.98 23.08 0.00
H -5.82 -3.87 31.25 0.00
H -5.95 -2.10 33.05 0.00
H -5.14 -14.70 22.57 0.00
H 1.90 -9.79 23.27 0.00
H -4.24 -10.33 18.65 0.00
H -6.76 -8.85 24.37 -0.01
H 0.44 -7.73 25.06 0.00
H -8.36 -4.34 23.25 0.00
H -0.79 -5.15 21.15 0.00
H -0.14 -8.71 23.77 0.00
H -3.10 -5.70 28.51 0.00
H -6.49 -2.73 27.89 0.00
H -6.17 -11.84 20.97 0.00
H -3.41 -9.86 29.96 0.00
H -3.75 -14.03 28.23 0.00
H 0.55 -4.48 22.17 0.00
H -4.59 -2.05 31.95 0.00
H -3.29 -4.12 30.13 0.00
H -6.66 -11.93 25.82 0.00
H -2.71 -3.24 28.79 0.00
H -0.29 -3.46 21.10 0.00
H -1.51 -2.75 25.76 0.00
H -1.68 -5.92 29.60 0.00
H -6.74 -6.63 20.72 0.00
H -5.76 1.40 32.29 0.00
H -1.29 -7.67 21.71 0.00
H -8.38 -6.33 21.02 0.00
H -7.54 -3.70 28.96 0.00
H 0.02 -3.51 24.11 0.00
H -5.53 -0.76 21.81 0.00
H -3.25 -1.51 26.27 0.00
H 4.13 -8.56 22.58 0.00
H -4.68 -1.14 23.31 0.00
H -5.84 -4.21 28.63 0.00
H 6.34 -9.05 25.15 0.00
```

=====

# 2
A molecular structure, C36H56F30N8O23S10 at a distorted geometry. Source: OMol25; level of theory: the ωB97M-V functional and the def2-TZVPD basis.

The HOMO energy is -5.7 eV. As for the spin multiplicity: 1. As for the total charge: -2. For the LUMO energy, the calculation gives -0.776 eV. The calculation puts the total energy at -10551.5175 Eh.

XYZ file:
```
163
Properties=species:S:1:pos:R:3:mulliken_charge:R:1
S 16.40 12.97 13.63 0.63
S 8.00 15.30 17.14 0.97
S 16.76 16.20 20.58 1.42
S 12.36 16.07 9.97 0.64
S 14.55 23.21 19.06 1.05
S 16.08 23.90 16.83 1.06
S 19.37 15.28 20.40 1.01
S 11.91 18.79 9.54 0.94
S 6.97 12.76 16.38 0.95
S 14.84 10.76 13.06 0.89
F 8.28 14.31 19.60 -0.24
F 14.34 14.98 11.13 -0.15
F 15.78 17.44 22.64 -0.22
F 18.86 11.94 14.06 -0.24
F 8.52 10.91 15.86 -0.27
F 16.11 22.91 21.19 -0.25
F 15.64 21.09 20.10 -0.17
F 8.01 11.04 17.90 -0.25
F 19.99 12.83 19.94 -0.25
F 9.59 12.37 17.17 -0.12
F 14.46 16.02 21.61 -0.22
F 14.13 22.03 21.31 -0.23
F 11.67 19.59 12.15 -0.15
F 15.60 21.38 16.06 -0.18
F 16.04 9.64 10.90 -0.22
F 10.17 14.36 18.52 -0.19
F 17.98 13.09 20.64 -0.20
F 17.66 21.66 16.61 -0.21
F 18.35 13.51 15.48 -0.16
F 12.93 15.53 12.57 -0.07
F 14.23 17.06 11.66 -0.38
F 16.91 9.14 12.76 -0.24
F 12.03 21.11 10.65 -0.24
F 19.64 13.18 22.01 -0.22
F 15.04 8.26 12.25 -0.21
F 9.27 16.18 19.22 -0.25
F 17.47 11.54 15.62 -0.21
F 16.99 22.38 14.73 -0.26
F 16.04 15.36 23.01 -0.23
F 10.08 20.11 10.81 -0.25
O 14.73 10.40 14.43 -0.65
O 17.07 13.93 12.80 -0.38
O 15.43 13.38 14.61 -0.46
O 14.93 24.27 16.08 -0.62
O 13.06 16.00 8.68 -0.65
O 13.77 22.36 18.25 -0.56
O 16.42 16.95 15.73 0.11
O 7.16 13.06 15.02 -0.63
O 13.26 19.08 9.34 -0.61
O 11.40 14.96 10.15 -0.62
O 10.97 19.05 8.51 -0.67
O 14.07 24.39 19.72 -0.70
O 16.65 13.00 9.71 -0.38
O 8.97 15.18 16.06 -0.40
O 20.57 15.85 20.99 -0.68
O 5.92 11.91 16.74 -0.68
O 16.56 17.58 20.16 -0.66
O 7.41 16.60 17.30 -0.67
O 16.33 15.07 19.76 -0.65
O 19.25 15.41 18.97 -0.56
O 13.73 11.17 12.26 -0.49
O 17.25 24.74 16.68 -0.70
O 8.59 13.90 9.60 -0.52
N 18.17 15.97 21.24 -0.69
N 16.03 11.75 12.76 -0.13
N 11.67 17.43 10.39 -0.07
N 9.00 13.93 10.61 0.95
N 15.93 23.57 18.37 -0.45
N 13.77 17.39 17.31 2.11
N 17.75 13.50 9.63 1.59
N 6.92 14.11 17.23 -0.58
C 18.21 11.57 8.29 -1.67
C 19.14 11.94 10.85 -1.15
C 16.26 16.59 17.08 -1.17
C 9.65 12.71 11.22 1.97
C 14.20 18.54 16.48 -2.12
C 15.72 9.36 12.17 0.53
C 12.22 16.38 15.49 -0.42
C 13.55 15.86 11.40 0.57
C 10.00 14.01 13.38 0.95
C 20.34 14.53 9.22 -0.77
C 20.04 13.15 8.80 -1.21
C 11.40 19.95 10.92 0.61
C 17.66 15.73 10.75 -1.16
C 8.41 16.41 10.77 -1.74
C 17.84 12.49 14.78 0.30
C 19.21 13.43 20.82 0.72
C 17.84 14.96 9.41 1.36
C 8.40 11.94 11.79 -1.27
C 8.99 14.98 18.73 0.65
C 19.15 15.38 8.74 -1.15
C 14.78 16.25 17.22 -0.41
C 16.62 15.35 8.58 -2.33
C 13.80 17.84 18.78 0.07
C 12.89 19.01 19.06 -1.50
C 17.84 17.20 15.51 -0.81
C 10.32 11.99 10.12 -1.93
C 8.45 11.77 16.91 0.67
C 15.74 16.26 22.08 0.46
C 7.18 14.71 12.17 -1.94
C 16.67 22.26 16.03 0.59
C 8.53 15.09 11.58 2.13
C 12.37 16.84 16.89 -0.85
C 10.57 13.05 12.35 -1.21
C 15.17 22.25 20.52 0.61
C 18.80 12.50 9.40 0.99
C 9.58 15.31 12.69 -1.16
H 14.39 18.26 15.45 0.28
H 13.20 20.02 18.70 0.22
H 16.51 17.46 17.70 0.24
H 6.57 14.12 11.48 0.30
H 10.46 15.80 12.29 -0.36
H 11.65 17.65 17.08 0.36
H 13.48 16.94 19.34 0.20
H 19.22 16.48 8.91 0.49
H 12.54 17.22 14.79 0.05
H 19.03 10.83 8.07 0.42
H 15.09 18.91 16.95 0.69
H 12.97 19.24 20.16 0.46
H 16.91 15.74 17.33 0.68
H 20.90 12.51 8.96 0.51
H 10.83 14.20 14.08 -0.04
H 17.84 17.29 14.41 0.14
H 10.95 11.19 10.46 0.48
H 16.63 14.84 7.61 0.50
H 14.53 15.55 16.44 0.10
H 6.71 15.66 12.45 0.50
H 10.98 12.10 12.76 0.65
H 19.22 12.73 11.60 0.35
H 19.87 13.15 7.73 0.44
H 12.75 15.51 15.13 0.19
H 18.26 18.05 16.05 0.26
H 9.12 15.89 13.48 1.02
H 11.18 16.33 15.35 0.34
H 15.64 15.27 8.99 0.52
H 8.44 17.18 11.50 0.49
H 11.86 18.75 18.86 0.35
H 13.37 19.22 16.55 0.61
H 10.99 12.66 9.58 0.32
H 17.31 10.99 8.62 0.30
H 9.34 16.61 10.18 0.30
H 12.14 15.98 17.55 0.02
H 14.77 15.65 18.15 0.35
H 9.19 13.79 14.12 -0.64
H 16.77 16.37 8.29 0.47
H 8.41 10.89 11.44 0.42
H 7.46 12.36 11.50 0.21
H 18.32 11.24 11.21 -0.01
H 19.06 15.27 7.64 0.36
H 8.58 11.98 12.82 0.23
H 16.67 15.41 11.03 -0.19
H 11.48 13.48 11.99 -0.30
H 20.05 11.41 10.74 0.62
H 21.27 14.91 8.83 0.43
H 18.45 16.38 15.84 0.26
H 7.49 16.44 10.17 0.41
H 17.78 16.79 10.69 0.55
H 14.82 18.11 18.96 0.10
H 18.46 15.32 11.42 0.40
H 9.72 11.46 9.38 0.43
H 18.03 12.10 7.36 0.42
H 20.40 14.58 10.33 0.35
H 7.27 14.18 13.10 0.53
```

=====

# 3
A molecular structure, C36H57BCeF4N3O3Si2 at a distorted geometry. Source: OMol25; level of theory: the ωB97M-V functional and the def2-TZVPD basis.

The HOMO energy (alpha / beta) is -7.3 / -7.3 eV. As for the expectation value of S²: 0.75. As for the spin multiplicity: 2. For the LUMO energy (alpha / beta), the calculation gives -0.882 / -0.878 eV. The calculation puts the total energy at -3274.7015 Eh.

XYZ file:
```
107
Properties=species:S:1:pos:R:3:mulliken_spin:R:1
Ce 0.08 -0.63 -0.03 0.96
Si 3.64 -1.33 -1.37 0.00
Si 3.56 1.01 0.71 0.00
F 0.56 -5.05 0.32 0.00
F -0.55 -3.05 -0.28 0.00
F -0.44 -3.71 1.90 0.00
F 1.45 -2.93 0.86 0.00
O -3.83 5.48 2.87 0.00
O -1.91 5.73 -2.74 0.00
O -1.73 -0.60 -1.28 0.01
N 0.09 1.71 -0.79 0.01
N -1.40 1.20 1.38 -0.01
N 0.65 -0.77 2.62 0.00
C 2.41 2.40 1.32 0.01
C -1.61 2.41 0.79 0.00
C -1.01 0.26 -4.69 0.00
C -2.24 -1.55 -3.43 0.00
C 1.26 -1.21 5.79 0.00
C -0.95 -1.21 -4.13 0.00
C 1.17 -2.24 4.68 0.00
C 2.31 -3.22 4.65 0.00
C -3.24 -1.81 0.96 0.00
C 5.46 -1.66 -1.14 0.00
C -0.85 2.57 -0.49 0.00
C -3.07 3.06 2.59 0.00
C -2.42 3.38 1.39 0.00
C 0.82 1.87 -1.84 0.00
C -4.75 -2.32 -2.50 0.00
C 4.81 1.89 -0.44 0.00
C 0.99 -1.40 3.51 0.01
C 0.37 -1.43 -3.45 0.00
C -0.70 5.12 -3.27 0.00
C 3.80 -0.59 -3.11 0.00
C 2.75 -0.46 -0.08 0.01
C -3.94 4.07 3.32 0.00
C 4.44 0.37 2.26 0.00
C -4.64 0.07 0.08 0.00
C -2.80 1.81 3.16 0.00
C -2.02 0.94 2.51 0.00
C -3.21 -2.10 -4.31 0.00
C -1.13 3.70 -1.27 0.00
C -4.42 -2.56 -3.84 0.00
C -2.57 -1.26 -2.09 0.00
C 0.66 2.98 -2.66 0.00
C -0.19 -3.02 4.84 0.00
C 2.88 -2.96 -1.67 0.00
C -3.86 -1.71 -1.62 0.00
C -4.26 -1.36 -0.13 0.00
C -0.37 3.92 -2.39 0.00
B 0.27 -3.77 0.73 -0.01
H -2.86 -2.15 -5.32 0.00
H 1.16 -1.34 -4.13 0.00
H 4.81 -0.68 1.96 0.00
H -1.84 0.42 -5.41 0.00
H 2.36 -3.80 3.77 0.00
H 1.39 -1.83 6.66 0.00
H -2.82 -2.74 0.74 0.00
H -3.73 0.74 0.00 0.00
H 3.36 -3.39 -2.52 0.00
H 2.80 -0.35 -3.56 0.00
H 5.58 -2.43 -0.26 0.00
H -0.85 4.87 -4.32 0.00
H -0.32 -3.93 4.29 0.00
H 1.60 2.08 1.93 0.00
H 4.47 0.19 -3.35 0.00
H 3.73 0.18 3.06 0.00
H -5.04 0.30 1.15 0.00
H -5.13 -3.07 -4.51 0.00
H 3.08 3.00 1.94 0.00
H 5.58 1.30 -0.92 0.00
H -5.59 -2.79 -2.05 0.00
H -1.82 0.00 2.96 0.00
H 2.70 -1.28 0.66 0.00
H -3.72 -1.74 1.97 0.00
H -0.36 -3.30 5.88 0.00
H -4.99 3.75 3.26 0.00
H 5.57 2.54 0.06 0.00
H 5.81 -2.27 -1.91 0.00
H 1.67 1.18 -1.93 -0.01
H -1.33 0.96 -3.89 0.00
H 5.27 0.95 2.57 0.00
H 0.30 -0.76 5.98 0.00
H -2.33 6.09 -3.56 0.00
H 4.17 -1.40 -3.80 0.00
H -3.30 1.53 4.09 0.00
H 0.37 -2.46 -3.10 0.00
H -1.98 4.31 -1.07 0.00
H -5.41 0.51 -0.51 0.00
H 1.40 3.15 -3.47 0.00
H 2.21 -3.92 5.51 0.00
H 6.13 -0.87 -1.00 0.00
H -0.87 -1.82 -5.03 0.00
H -2.49 4.35 0.93 0.00
H 4.34 2.49 -1.23 0.00
H 3.16 -3.61 -0.77 0.00
H 0.41 -0.63 -2.67 0.01
H 3.30 -2.71 4.69 0.00
H -0.06 0.55 -5.12 0.00
H 2.05 -0.46 5.61 0.00
H -3.52 4.18 4.35 0.00
H -2.38 -1.15 0.95 0.01
H -4.40 5.65 2.13 0.00
H 0.24 5.77 -3.27 0.00
H 2.06 3.00 0.48 0.00
H -0.90 -2.25 4.52 0.00
H -5.15 -1.96 0.12 0.00
H 1.80 -2.95 -1.79 0.00
```